DFT (ωB97M-V/def2-TZVPD) results for a molecular structure, C27H32N3O8Si2V at a distorted geometry.

XYZ file:
```
73
Properties=species:S:1:pos:R:3:mulliken_spin:R:1
V -0.820 0.526 0.085 0.886
O -4.605 -1.846 1.792 0.000
C -3.587 -0.951 1.706 -0.008
O -2.615 -1.037 2.402 -0.004
C -3.781 0.038 0.613 -0.002
C -4.971 0.143 -0.008 0.034
C -5.145 1.074 -1.077 0.032
C -4.111 1.884 -1.416 -0.011
C -2.898 1.804 -0.706 0.076
N -2.701 0.813 0.268 0.103
C -1.810 2.726 -0.828 0.018
O -1.781 3.578 -1.885 0.005
O -0.902 2.805 0.013 0.048
H -4.322 -2.461 2.484 0.000
H -5.777 -0.498 0.315 0.001
H -6.092 1.154 -1.592 0.004
H -4.247 2.629 -2.191 0.001
H -2.404 3.275 -2.554 0.000
C -3.270 -2.492 -1.913 0.000
Si -1.552 -1.733 -2.080 0.007
C -0.527 -3.002 -3.014 0.000
C -1.702 -0.211 -3.187 0.023
N -0.958 -1.286 -0.507 -0.123
C -0.263 -2.185 0.295 -0.004
C -0.200 -3.572 0.145 -0.003
C 0.586 -4.347 0.993 -0.002
C 1.322 -3.744 2.001 -0.005
C 1.242 -2.367 2.189 -0.002
C 0.427 -1.580 1.377 0.029
N 0.214 -0.202 1.502 -0.100
Si 0.574 0.633 2.982 0.018
C -0.322 2.272 3.027 0.011
C -0.018 -0.331 4.482 0.000
C 2.410 0.991 3.167 -0.001
H -3.568 -3.013 -2.831 0.000
H -4.022 -1.728 -1.698 -0.001
H -3.287 -3.214 -1.089 0.000
H -0.558 -2.774 -4.084 0.000
H -0.904 -4.019 -2.875 0.000
H 0.514 -2.959 -2.690 0.000
H -2.734 -0.058 -3.521 0.001
H -1.062 -0.346 -4.061 0.002
H -1.358 0.699 -2.693 -0.015
H -0.767 -4.049 -0.646 0.000
H 0.626 -5.422 0.857 0.000
H 1.961 -4.340 2.643 -0.001
H 1.826 -1.899 2.974 0.000
H -1.405 2.118 2.995 0.000
H -0.054 2.913 2.186 0.002
H -0.072 2.795 3.955 0.000
H -1.019 -0.714 4.269 0.000
H -0.069 0.322 5.360 0.000
H 0.621 -1.182 4.725 0.000
H 2.839 1.294 2.207 0.001
H 2.963 0.114 3.518 -0.001
H 2.575 1.802 3.885 0.000
O 1.333 -0.557 -2.489 -0.005
C 1.523 0.392 -1.749 -0.004
O 0.633 0.999 -1.019 -0.010
C 2.899 1.007 -1.646 0.000
C 3.914 0.530 -2.460 -0.001
C 5.205 1.068 -2.408 0.000
C 5.411 2.084 -1.510 0.000
O 6.572 2.777 -1.269 0.000
C 6.272 3.692 -0.213 0.000
O 4.890 3.572 0.099 0.000
C 4.403 2.556 -0.696 0.001
C 3.133 2.050 -0.737 0.001
H 3.679 -0.282 -3.136 0.000
H 6.005 0.701 -3.038 0.000
H 6.485 4.709 -0.545 0.000
H 6.872 3.444 0.665 0.000
H 2.331 2.420 -0.113 0.000
```

Properties
E_LUMO (alpha / beta) in eV: 2.6355 / 2.6357
2S+1: 2
Frontier orbital gap (alpha / beta) in eV: 5.9 / 5.8
Molar mass in u: 633.7
Charge: -1

DFT (ωB97M-V/def2-TZVPD) results for a molecular structure, C50H67GeN6O3PbS2Si2Te at a distorted geometry.

XYZ file:
```
133
Properties=species:S:1:pos:R:3:lowdin_charge:R:1
Pb -0.846 -0.063 -2.238 1.237
C -6.218 -1.227 -0.539 0.018
C -5.522 0.038 -0.860 -0.303
N -6.087 1.191 -1.032 0.165
N -5.075 2.030 -1.376 0.066
C -3.892 1.431 -1.435 -0.684
S -2.410 2.164 -1.891 0.576
N -4.159 0.150 -1.100 -0.048
N -3.182 -0.842 -1.087 0.078
H -7.157 -0.994 -0.044 0.100
H -5.613 -1.870 0.098 0.078
H -6.453 -1.767 -1.459 0.107
H -5.277 2.991 -1.606 0.175
H -2.821 -1.035 -0.142 0.061
H -3.553 -1.709 -1.474 0.118
C -1.508 7.660 -1.669 -0.156
Si -0.509 6.117 -1.464 0.446
C -0.449 5.007 -2.967 -0.183
C 1.255 6.395 -0.890 -0.168
C -1.401 5.091 -0.070 -0.467
Te -0.262 3.428 0.443 1.714
C 0.691 4.417 2.057 -0.434
Si 2.402 3.702 2.547 0.431
C 3.601 4.069 1.165 -0.168
C 2.874 4.444 4.178 -0.154
C 2.120 1.852 2.641 -0.174
H -1.063 8.301 -2.434 0.054
H -1.551 8.236 -0.743 0.048
H -2.530 7.439 -1.981 0.047
H 0.187 5.451 -3.736 0.052
H -1.435 4.854 -3.408 0.036
H -0.026 4.025 -2.726 -0.006
H 1.874 6.699 -1.735 0.055
H 1.708 5.482 -0.484 -0.009
H 1.338 7.175 -0.130 0.054
H -2.360 4.732 -0.446 0.007
H -1.535 5.672 0.842 0.043
H -0.016 4.327 2.885 0.031
H 0.744 5.466 1.761 0.028
H 3.733 5.141 1.008 0.045
H 3.284 3.622 0.217 0.020
H 4.583 3.657 1.409 0.049
H 2.966 5.529 4.110 0.049
H 3.841 4.056 4.504 0.052
H 2.144 4.214 4.956 0.041
H 1.697 1.465 1.707 -0.002
H 1.440 1.597 3.459 0.022
H 3.055 1.316 2.822 0.054
N 1.128 1.370 -2.191 0.025
C 2.288 1.242 -2.263 -0.248
N 3.569 1.118 -2.326 -0.056
C 4.312 1.340 -3.590 -0.092
C 4.785 0.006 -4.152 -0.158
C 5.574 -0.776 -3.102 -0.162
C 4.753 -0.973 -1.826 -0.166
C 4.302 0.372 -1.275 -0.099
H 5.166 1.975 -3.345 0.137
H 3.668 1.880 -4.282 0.134
H 5.405 0.201 -5.028 0.136
H 3.922 -0.577 -4.483 0.079
H 6.494 -0.233 -2.862 0.131
H 5.871 -1.745 -3.502 0.091
H 5.345 -1.487 -1.068 0.140
H 3.875 -1.592 -2.039 0.050
H 5.163 0.985 -0.998 0.132
H 3.653 0.271 -0.406 0.118
O -1.465 -1.719 0.768 0.008
C -0.427 -1.135 0.495 -0.665
O -0.432 0.089 -0.020 -0.386
C 0.941 -1.726 0.739 -0.171
C 0.975 -3.221 1.000 -0.244
Ge 0.781 -4.415 -0.565 1.028
C -0.911 -4.279 -1.548 -0.270
C -2.062 -4.835 -0.986 -0.102
C -3.245 -4.908 -1.707 -0.081
C -3.295 -4.432 -3.013 -0.089
C -2.163 -3.867 -3.585 -0.090
C -0.980 -3.792 -2.853 -0.141
C 2.230 -3.947 -1.802 -0.239
C 2.276 -2.722 -2.470 -0.153
C 3.281 -2.420 -3.377 -0.155
C 4.285 -3.347 -3.622 -0.071
C 4.272 -4.564 -2.956 -0.029
C 3.252 -4.862 -2.059 -0.067
C 0.972 -6.233 0.079 -0.295
C 1.303 -6.514 1.404 -0.106
C 1.465 -7.827 1.828 -0.071
C 1.302 -8.871 0.930 -0.065
C 0.970 -8.605 -0.392 -0.067
C 0.805 -7.294 -0.813 -0.111
H 1.328 -1.168 1.597 0.122
H 1.591 -1.466 -0.105 0.093
H 0.251 -3.489 1.772 0.080
H 1.967 -3.479 1.379 0.081
H -2.025 -5.249 0.016 0.111
H -4.118 -5.375 -1.269 0.110
H -4.199 -4.544 -3.596 0.109
H -2.184 -3.539 -4.618 0.110
H -0.086 -3.415 -3.339 0.081
H 1.490 -1.989 -2.294 0.052
H 3.274 -1.475 -3.910 0.072
H 5.066 -3.127 -4.337 0.117
H 5.050 -5.292 -3.146 0.120
H 3.251 -5.821 -1.554 0.104
H 1.434 -5.711 2.119 0.088
H 1.722 -8.033 2.859 0.110
H 1.433 -9.893 1.260 0.113
H 0.839 -9.419 -1.092 0.112
H 0.539 -7.097 -1.847 0.108
O -1.724 2.714 1.631 -0.747
S -1.630 1.331 2.432 1.142
C -1.574 1.857 4.121 -0.394
C -0.907 0.999 4.986 -0.079
C -0.868 1.316 6.336 -0.033
C -1.471 2.481 6.789 -0.023
C -2.126 3.334 5.904 -0.031
C -2.190 3.024 4.557 -0.062
C -3.302 0.754 2.280 -0.365
C -3.495 -0.605 2.497 -0.071
C -4.796 -1.087 2.530 -0.041
C -5.864 -0.223 2.330 -0.060
C -5.646 1.129 2.084 -0.051
C -4.355 1.633 2.064 -0.064
H -0.430 0.098 4.615 0.119
H -0.363 0.659 7.030 0.126
H -1.435 2.730 7.841 0.127
H -2.598 4.235 6.270 0.125
H -2.714 3.672 3.865 0.117
H -2.651 -1.269 2.642 0.111
H -4.972 -2.137 2.721 0.130
H -6.876 -0.603 2.371 0.127
H -6.485 1.793 1.927 0.126
H -4.176 2.688 1.900 0.115
```

Properties
E_LUMO in eV: -8.6242
Frontier orbital gap in eV: 5.5
Molar mass in u: 1327.8
Charge: +3

Electronic energy, record by record: -90818.737; -174480.605 eV
ΔE to the lowest compared entry with this formula, charge and spin, record by record: 24.4; 5.8 kJ/mol